(1)
{"formula": "C38H81ClF2N21O12S2Si", "method": "ωB97M-V/def2-TZVPD", "symbols": ["C", "C", "C", "Cl", "C", "C", "N", "C", "C", "C", "S", "O", "O", "O", "C", "C", "C", "C", "S", "C", "C", "C", "C", "N", "C", "C", "N", "C", "F", "F", "C", "C", "Si", "C", "C", "C", "C", "C", "C", "C", "C", "H", "H", "H", "H", "H", "H", "H", "H", "H", "H", "H", "H", "H", "H", "H", "H", "H", "H", "H", "H", "H", "H", "H", "H", "H", "H", "H", "H", "H", "H", "H", "H", "H", "H", "H", "H", "H", "H", "H", "H", "H", "H", "H", "H", "H", "C", "O", "N", "N", "H", "H", "H", "H", "C", "O", "N", "N", "H", "H", "H", "H", "C", "O", "N", "N", "H", "H", "H", "H", "C", "O", "N", "N", "H", "H", "H", "H", "C", "O", "N", "N", "H", "H", "H", "H", "C", "O", "N", "N", "H", "H", "H", "H", "C", "O", "N", "N", "H", "H", "H", "H", "C", "O", "N", "N", "H", "H", "H", "H", "C", "O", "N", "N", "H", "H", "H", "H"], "positions_angstrom": [[2.922, 0.783, 6.027], [2.295, -0.261, 5.067], [1.514, 0.406, 3.875], [0.649, 1.850, 4.572], [2.520, 0.810, 2.792], [2.712, 2.343, 2.519], [3.578, 2.213, 1.294], [4.148, 3.567, 0.987], [3.189, 4.792, 1.019], [3.559, 5.759, 2.178], [4.965, 6.761, 1.656], [5.626, 6.162, 0.537], [5.861, 6.943, 2.750], [4.374, 8.156, 1.156], [2.841, 1.319, 0.339], [1.561, 2.066, -0.152], [0.821, 1.405, -1.349], [-0.692, 1.771, -1.348], [-1.199, 2.375, -3.011], [3.580, 0.995, -0.997], [3.815, 2.096, -1.833], [4.461, 1.849, -3.028], [4.811, 0.539, -3.283], [4.574, -0.515, -2.535], [3.951, -0.271, -1.372], [2.576, 0.109, 1.350], [3.793, -0.753, 1.567], [1.448, -0.893, 1.092], [1.558, -1.551, -0.107], [1.536, -1.897, 2.027], [-0.026, -0.374, 1.169], [-0.978, -1.364, 1.892], [-2.801, -0.756, 1.853], [-3.750, -1.526, 3.279], [-3.510, -1.193, 0.156], [-2.780, 1.120, 2.128], [-2.540, 1.653, 3.389], [-2.500, 3.008, 3.585], [-2.684, 3.900, 2.555], [-2.949, 3.394, 1.298], [-2.998, 2.035, 1.110], [3.780, 0.348, 6.556], [2.224, 1.083, 6.807], [3.315, 1.655, 5.490], [3.076, -0.919, 4.681], [1.552, -0.792, 5.670], [0.727, -0.295, 3.621], [3.489, 0.588, 3.246], [3.275, 2.680, 3.388], [1.743, 2.816, 2.394], [4.382, 1.727, 1.701], [4.868, 3.755, 1.794], [4.769, 3.629, 0.094], [3.391, 5.361, 0.105], [2.123, 4.563, 1.000], [2.704, 6.418, 2.357], [3.818, 5.203, 3.081], [4.526, 8.773, 1.899], [1.765, 3.094, -0.458], [0.830, 2.146, 0.663], [1.003, 0.337, -1.480], [1.206, 1.886, -2.253], [-1.327, 0.911, -1.144], [-0.857, 2.619, -0.683], [-1.292, 1.251, -3.760], [3.524, 3.094, -1.538], [4.662, 2.669, -3.707], [5.347, 0.350, -4.217], [3.785, -1.135, -0.750], [3.683, -1.674, 1.155], [4.619, -0.340, 1.142], [-0.122, 0.601, 1.653], [-0.395, -0.377, 0.143], [-0.968, -2.334, 1.378], [-0.727, -1.499, 2.951], [-4.689, -0.988, 3.435], [-3.139, -1.360, 4.176], [-3.898, -2.597, 3.113], [-3.022, -2.115, -0.189], [-4.589, -1.367, 0.208], [-3.301, -0.432, -0.605], [-2.364, 0.995, 4.238], [-2.289, 3.431, 4.565], [-2.638, 4.975, 2.697], [-3.111, 4.072, 0.462], [-3.186, 1.644, 0.112], [-4.470, 4.152, -5.376], [-3.661, 5.036, -5.162], [-5.599, 4.353, -6.120], [-4.316, 2.884, -4.887], [-6.277, 3.639, -6.307], [-5.743, 5.272, -6.494], [-3.495, 2.707, -4.336], [-4.968, 2.140, -5.049], [-4.638, -2.038, 6.920], [-4.097, -0.951, 6.778], [-3.986, -3.122, 7.436], [-5.937, -2.265, 6.576], [-4.415, -4.021, 7.559], [-3.027, -2.998, 7.701], [-6.451, -1.494, 6.193], [-6.397, -3.154, 6.685], [3.219, -4.575, -4.412], [2.364, -5.437, -4.242], [3.554, -3.682, -3.441], [3.896, -4.441, -5.584], [4.247, -2.964, -3.554], [3.067, -3.753, -2.568], [3.670, -5.082, -6.322], [4.593, -3.740, -5.745], [0.107, -3.432, -6.743], [0.944, -2.567, -6.522], [-1.003, -3.199, -7.506], [0.219, -4.699, -6.245], [-1.698, -3.895, -7.697], [-1.119, -2.277, -7.897], [1.028, -4.902, -5.676], [-0.454, -5.422, -6.412], [0.979, -5.091, 4.406], [0.123, -4.727, 5.193], [1.730, -6.216, 4.603], [1.257, -4.397, 3.260], [2.438, -6.531, 3.968], [1.550, -6.746, 5.435], [0.722, -3.568, 3.089], [1.955, -4.672, 2.596], [-7.526, -5.563, 4.463], [-7.687, -5.471, 5.675], [-6.445, -5.048, 3.826], [-8.424, -6.193, 3.651], [-6.295, -5.117, 2.832], [-5.764, -4.579, 4.395], [-9.238, -6.588, 4.084], [-8.304, -6.279, 2.660], [-5.633, -7.432, 0.819], [-5.845, -6.436, 1.496], [-6.407, -7.767, -0.252], [-4.607, -8.285, 1.086], [-6.251, -8.579, -0.818], [-7.172, -7.158, -0.475], [-4.020, -8.066, 1.870], [-4.413, -9.108, 0.547], [4.737, 11.075, -1.343], [3.859, 11.420, -0.572], [5.497, 9.960, -1.124], [5.032, 11.768, -2.482], [6.227, 9.647, -1.736], [5.293, 9.440, -0.292], [4.491, 12.592, -2.670], [5.750, 11.500, -3.127], [-0.225, -1.975, -10.675], [-1.087, -1.579, -9.907], [0.440, -3.149, -10.483], [0.141, -1.272, -11.787], [1.151, -3.493, -11.100], [0.194, -3.685, -9.670], [-0.331, -0.403, -11.955], [0.845, -1.577, -12.431]], "mol_weight_g_mol": 1189.87, "spin_multiplicity": 1, "fmax_ev_per_a": 2.9, "lumo_energy_ha": -0.0941, "e_above_lowest_kcal_mol": 0.0, "e_tot_ha": -5295.2367, "total_charge": 1}

(2)
{"formula": "C38H82BF4N4O6", "method": "ωB97M-V/def2-TZVPD", "symbols": ["C", "C", "C", "N", "C", "C", "C", "C", "C", "C", "H", "H", "H", "H", "H", "H", "H", "H", "H", "H", "H", "H", "H", "H", "H", "H", "H", "H", "H", "H", "C", "C", "C", "N", "C", "C", "C", "C", "C", "C", "H", "H", "H", "H", "H", "H", "H", "H", "H", "H", "H", "H", "H", "H", "H", "H", "H", "H", "H", "H", "C", "C", "C", "N", "C", "C", "C", "C", "C", "C", "H", "H", "H", "H", "H", "H", "H", "H", "H", "H", "H", "H", "H", "H", "H", "H", "H", "H", "H", "H", "C", "C", "C", "N", "C", "C", "C", "C", "C", "C", "H", "H", "H", "H", "H", "H", "H", "H", "H", "H", "H", "H", "H", "H", "H", "H", "H", "H", "H", "H", "B", "F", "F", "F", "F", "O", "C", "O", "O", "H", "O", "C", "O", "O", "H"], "positions_angstrom": [[17.974, 9.496, 4.508], [19.348, 9.218, 3.910], [20.161, 10.477, 3.743], [21.640, 10.265, 3.490], [22.268, 9.894, 4.800], [23.770, 9.773, 4.702], [24.368, 11.134, 4.345], [23.689, 11.690, 3.059], [22.159, 11.619, 3.070], [21.807, 9.237, 2.432], [18.018, 9.420, 5.589], [17.238, 8.807, 4.098], [17.581, 10.472, 4.199], [19.264, 8.707, 2.947], [19.870, 8.480, 4.522], [20.119, 11.081, 4.654], [19.820, 11.157, 2.959], [21.977, 10.650, 5.529], [21.788, 8.958, 5.078], [24.171, 9.358, 5.629], [24.137, 9.115, 3.917], [24.187, 11.893, 5.112], [25.416, 11.105, 4.045], [23.934, 12.755, 3.044], [24.029, 11.216, 2.140], [21.703, 12.360, 3.723], [21.771, 11.750, 2.059], [22.830, 9.281, 2.074], [21.154, 9.534, 1.610], [21.544, 8.248, 2.797], [33.050, 10.320, 3.776], [31.774, 9.519, 4.091], [30.726, 9.750, 3.006], [29.440, 9.074, 3.260], [28.456, 9.472, 2.166], [28.877, 8.924, 0.838], [29.076, 7.421, 0.820], [29.962, 6.959, 1.976], [29.492, 7.576, 3.271], [28.813, 9.521, 4.518], [32.807, 11.317, 3.392], [33.635, 9.822, 3.004], [33.665, 10.492, 4.656], [31.352, 9.721, 5.073], [32.030, 8.452, 4.118], [31.086, 9.444, 2.036], [30.463, 10.808, 3.036], [28.288, 10.545, 2.204], [27.534, 8.962, 2.442], [29.785, 9.450, 0.498], [28.193, 9.284, 0.063], [29.434, 7.080, -0.143], [28.115, 6.956, 1.036], [31.004, 7.257, 1.802], [29.935, 5.876, 2.080], [30.099, 7.314, 4.142], [28.472, 7.280, 3.535], [27.816, 9.092, 4.594], [28.752, 10.606, 4.508], [29.381, 9.151, 5.367], [25.563, -1.351, 2.283], [25.814, -0.322, 3.373], [26.283, 0.975, 2.732], [26.453, 2.126, 3.649], [25.179, 2.579, 4.279], [25.395, 3.758, 5.204], [26.417, 3.452, 6.276], [27.708, 2.912, 5.679], [27.486, 1.804, 4.684], [27.023, 3.184, 2.806], [26.454, -1.519, 1.678], [24.781, -1.018, 1.596], [25.263, -2.300, 2.721], [26.626, -0.749, 3.970], [24.971, -0.222, 4.053], [25.605, 1.258, 1.929], [27.251, 0.752, 2.284], [24.726, 1.734, 4.782], [24.558, 2.906, 3.443], [24.415, 3.840, 5.688], [25.552, 4.720, 4.735], [26.046, 2.787, 7.065], [26.643, 4.354, 6.854], [28.394, 2.537, 6.443], [28.280, 3.732, 5.229], [27.208, 0.892, 5.206], [28.367, 1.575, 4.085], [26.352, 3.384, 1.974], [27.986, 2.862, 2.426], [27.126, 4.148, 3.302], [23.989, 8.312, -1.320], [23.256, 7.063, -0.808], [24.027, 5.847, -1.250], [23.511, 4.507, -0.744], [24.546, 3.454, -1.089], [24.821, 3.332, -2.564], [23.543, 3.045, -3.324], [22.342, 3.902, -2.865], [22.216, 4.147, -1.366], [23.390, 4.570, 0.724], [25.065, 8.274, -1.151], [23.634, 9.181, -0.765], [23.799, 8.443, -2.385], [22.215, 7.125, -1.139], [23.184, 7.121, 0.279], [25.031, 5.909, -0.830], [24.040, 5.762, -2.329], [25.457, 3.702, -0.542], [24.089, 2.534, -0.714], [25.318, 4.232, -2.924], [25.534, 2.522, -2.703], [23.721, 3.291, -4.370], [23.272, 1.990, -3.266], [22.423, 4.867, -3.383], [21.445, 3.462, -3.296], [21.532, 4.964, -1.164], [21.913, 3.201, -0.914], [22.758, 5.415, 0.967], [24.392, 4.737, 1.105], [22.948, 3.666, 1.132], [25.260, 7.511, 2.190], [25.962, 6.758, 1.229], [25.981, 7.520, 3.425], [25.099, 8.839, 1.736], [24.013, 6.953, 2.431], [22.359, 6.690, 4.793], [21.138, 6.303, 4.183], [21.227, 5.970, 2.960], [20.147, 6.377, 4.918], [22.991, 6.729, 4.058], [28.039, 4.978, -0.576], [28.288, 3.639, -0.947], [27.735, 2.751, -0.230], [28.990, 3.511, -1.926], [27.516, 4.950, 0.232]], "mol_weight_g_mol": 777.90, "spin_multiplicity": 1, "fmax_ev_per_a": 2.0, "lumo_energy_ha": -0.0716, "e_above_lowest_kcal_mol": 0.0, "e_tot_ha": -2591.9098, "total_charge": 1}